# 1
Entry from the OMol25 dataset: C12H22F11IrN4O5SSb as an isolated structure at a distorted geometry (wB97M-V/def2-TZVPD).

Structure (XYZ):
```
57
Properties=species:S:1:pos:R:3:forces:R:3
Ir 0.961 -0.274 0.353 -0.6353 -0.2303 1.9797
Sb 1.700 -0.782 -4.254 0.0766 -0.1412 -0.2272
S -1.890 0.885 1.263 0.1808 -0.2156 0.0110
F 1.271 -0.005 -2.535 0.0409 0.1045 -0.1175
F 3.287 0.220 -4.187 -0.0220 -0.0074 -0.0040
F 2.139 -1.651 -5.838 -0.0036 0.0047 0.0151
F 0.095 -1.792 -4.058 0.0687 0.0194 -0.0242
F 0.053 -2.436 1.994 -0.2028 -0.0278 -0.0147
F 2.088 0.070 3.245 0.0360 -0.0640 0.0257
F 2.571 -2.108 -3.169 -0.0493 0.0412 -0.0334
F 2.274 -1.944 3.992 -0.0508 0.0158 0.0080
F 2.174 -2.622 1.627 -0.0367 0.0964 0.0378
F 0.727 0.595 -5.073 -0.0083 -0.0542 0.0366
F 0.349 -0.968 4.004 0.0085 0.0286 -0.0196
O -0.459 0.352 1.667 -0.4028 0.1044 -0.1171
O 0.401 3.707 -0.429 0.2837 -0.5174 0.2258
O 0.236 1.478 -0.624 0.1637 -0.1421 -0.4270
O 4.515 1.420 0.825 -0.1683 -0.1473 0.0662
O -0.325 -1.558 -0.518 0.0407 0.2073 -0.4992
N -1.713 -2.527 -1.969 -0.0523 -0.0135 0.0347
N 2.246 0.917 0.729 1.1188 1.1532 0.1477
N -1.479 -0.230 -2.011 -0.0487 -0.0010 0.0242
N 2.607 -1.183 -0.570 -0.2753 -0.1247 -0.2960
C -4.384 -0.246 1.221 -0.0236 0.0084 0.0104
C 3.867 -0.800 0.099 -0.1465 -0.2520 -0.1741
C -2.941 -0.531 1.616 0.0265 0.0031 -0.0043
C 1.181 -1.721 1.888 0.3773 -0.1836 -0.5660
C -1.142 -1.404 -1.521 0.0034 -0.1324 0.1399
C -2.343 -0.075 -3.177 -0.0232 0.0255 -0.0235
C -1.348 3.129 2.750 -0.0335 0.0189 -0.0110
C 3.698 0.601 0.582 0.1087 0.1422 0.0296
C 1.925 2.313 0.813 0.1782 0.0098 -0.0366
C 1.474 -1.126 3.320 0.0255 -0.0243 0.0053
C -2.281 1.933 2.663 -0.0425 0.0504 0.0213
C 0.767 2.591 -0.181 -0.5784 0.1917 -0.2393
H -2.816 -0.780 2.670 0.0032 0.0111 -0.0073
H -3.313 2.243 2.475 0.0093 -0.0039 0.0149
H -4.460 0.044 0.173 -0.0002 -0.0099 0.0066
H -1.686 3.779 3.555 -0.0092 0.0077 -0.0063
H -2.090 -2.537 -2.903 0.0183 -0.0055 -0.0189
H 2.784 2.952 0.634 0.0429 -0.0347 -0.0022
H -3.293 -0.585 -3.016 0.0114 -0.0059 0.0070
H -2.543 0.984 -3.307 0.0186 -0.0003 0.0048
H -4.972 -1.151 1.365 -0.0012 0.0033 -0.0095
H -2.254 1.310 3.557 0.0271 -0.0173 -0.0179
H -1.855 -0.451 -4.076 0.0037 -0.0097 -0.0005
H 2.493 -2.194 -0.600 -0.0027 -0.0071 0.1363
H 1.542 2.489 1.822 -0.1474 0.0657 0.0001
H 4.050 -1.446 0.958 -0.0056 0.0060 -0.0042
H -2.508 -1.336 1.022 0.0034 -0.0148 -0.0314
H 2.613 -0.909 -1.556 0.0106 0.0402 -0.0330
H -1.300 -3.387 -1.647 -0.0044 -0.0054 -0.0093
H -0.338 2.807 2.994 0.0348 0.0001 -0.0025
H -0.905 0.566 -1.745 0.0332 0.0046 0.0202
H -1.336 3.707 1.826 0.0245 -0.0158 0.0017
H -4.833 0.535 1.833 0.0065 -0.0108 -0.0005
H 4.721 -0.868 -0.573 -0.0109 0.0554 -0.0323
```
Positions in Å, forces in eV/Å.

Properties
HOMO energy (alpha / beta) = -13.61 / -13.61 eV
LUMO (alpha / beta) = -7.1 / -7.1 eV
spin multiplicity = 1
charge = +1

Atom charges from the Löwdin analysis, given in e for atoms 1 to 8: Ir 1.70; Sb 1.40; S 1.09; F -0.38; F -0.34; F -0.32; F -0.34; F 0.09



# 2
Entry from the OMol25 dataset: C18H22BrDyN3O7 as an isolated structure at a distorted geometry (wB97M-V/def2-TZVPD).

Structure (XYZ):
```
52
Properties=species:S:1:pos:R:3:forces:R:3
Dy 0.185 -0.280 0.877 -0.0735 -0.0113 1.0270
Br -7.415 -0.738 -1.295 -1.3574 0.7284 -0.5367
O -1.590 -1.550 1.145 -0.8852 -0.4223 -0.6559
O 0.403 2.012 1.125 0.6527 0.2477 -0.3673
O 2.501 -0.175 0.360 0.2446 0.6411 -1.3728
O 1.014 0.416 3.046 0.4641 0.5532 -0.1044
O 0.623 -0.106 -1.181 1.2326 1.0739 -2.0371
O -2.032 0.421 0.324 -0.3393 -0.5500 -0.3130
O 0.757 -2.112 2.289 0.3741 -0.6848 1.2857
N 2.835 0.339 -0.773 -2.2023 -0.2623 -0.4824
N 1.797 0.446 -1.622 0.9188 -2.4604 5.6791
N -4.522 -3.502 -0.692 -1.5874 -0.9278 -0.5900
C -4.692 -0.727 -0.577 0.3187 -1.8624 -1.1422
C -5.648 -2.864 -1.037 1.1435 -0.3794 0.1947
C 0.048 2.864 0.008 -0.5427 0.5525 -0.0164
C 1.309 -0.514 4.089 -0.1626 -1.0553 -0.0088
C -5.789 -1.504 -1.028 1.8849 0.5353 1.3328
C -3.528 -2.814 -0.263 1.4547 0.3897 -0.3767
C 1.142 1.368 -5.051 0.9080 0.7334 -1.2793
C 2.343 2.041 -5.399 0.8323 0.5553 1.5494
C 0.968 0.792 -3.812 -0.1874 -0.3425 1.4061
C -2.363 -0.802 0.426 0.8382 0.8505 0.4071
C 1.615 -1.907 3.485 0.0622 -0.1622 -1.1017
C -3.529 -1.417 -0.235 -0.4548 0.1707 0.9469
C 0.609 -3.559 2.060 0.5527 0.5468 1.0212
C 0.967 2.658 2.276 -0.5320 0.9615 -0.5261
C 3.319 2.302 -4.364 -2.0412 -1.1134 -0.3721
C 1.741 1.662 3.120 1.1372 0.0992 -0.8578
C 1.939 1.063 -2.821 -0.2923 0.2417 -2.9803
C 3.082 1.818 -3.053 -0.0571 0.4055 -1.4878
H 1.557 3.507 1.917 0.5083 -0.3554 0.1831
H -0.048 2.220 -0.863 -0.2347 -0.1156 0.1164
H 2.195 -0.172 4.643 -0.4344 -0.1703 0.0790
H 0.131 0.108 -3.494 0.8215 1.1106 -0.7525
H 2.643 -1.938 3.076 -0.2865 0.0741 0.4004
H 3.754 1.945 -2.224 0.3202 0.3131 -0.1149
H -0.224 -3.959 2.654 0.3032 0.2668 0.0602
H 1.836 2.049 4.160 -0.1512 -0.4482 -0.6413
H 1.585 -3.975 2.406 -0.8818 -0.2600 -0.7566
H 1.491 -2.795 4.171 -0.0952 1.3288 -0.3871
H 0.823 3.613 -0.261 -0.2812 -0.4024 0.6770
H -6.392 -3.526 -1.357 -1.3972 -0.5367 -0.4286
H 0.152 3.146 2.802 -0.3119 -0.2757 0.4611
H 2.554 2.436 -6.426 -0.5140 -0.4753 1.1440
H -2.628 -3.402 -0.101 0.0099 0.4035 0.4863
H 0.370 -3.747 1.025 0.3041 0.0995 -0.3532
H 0.377 1.359 -5.820 -0.0299 -0.5099 0.1558
H -4.689 0.322 -0.698 -0.1603 1.0860 0.4374
H 2.775 1.500 2.665 -1.2233 0.1161 0.6934
H 0.397 -0.539 4.687 0.3306 -0.1485 0.3731
H 4.190 2.876 -4.616 0.3146 0.0652 0.1151
H -0.934 3.344 0.223 0.7849 -0.2182 -0.1895
```
Positions in Å, forces in eV/Å.

Properties
HOMO energy (alpha / beta) = -11.26 / -11.25 eV
LUMO (alpha / beta) = -3.0 / -3.0 eV
spin multiplicity = 6
charge = +1
<S²> = 9.3352

Atom charges from the Löwdin analysis, given in e for atoms 1 to 8: Dy 1.80; Br 0.85; O -0.16; O -0.35; O -0.23; O -0.27; O -0.27; O -0.07



# 3
Entry from the OMol25 dataset: a 4-piece molecular cluster, CH10N2O4 overall (wB97M-V/def2-TZVPD).

Structure (XYZ):
```
17
Properties=species:S:1:pos:R:3:forces:R:3
O 4.403 0.396 0.754 -0.2536 0.3250 0.2028
O -0.607 -2.863 -1.409 -0.1250 0.0223 0.1352
O -0.938 1.105 0.777 -0.0344 -0.1090 -0.2659
O 1.678 1.923 1.186 0.0602 0.3220 -0.4845
N -2.200 -0.767 0.541 -0.1332 -0.1616 -0.0904
N -1.967 0.733 -1.216 0.0425 -0.3195 0.3435
C -1.656 0.402 0.076 0.3194 0.4213 0.0401
H 4.015 1.005 0.114 0.0612 -0.1869 -0.0440
H -1.135 -3.654 -1.264 0.1269 -0.0675 -0.0318
H 3.849 0.575 1.529 0.1048 -0.1853 -0.1697
H -1.721 -1.101 1.361 -0.0883 0.0549 0.1318
H 0.847 1.895 0.675 0.0505 -0.2882 0.5137
H 2.061 2.777 0.959 0.0157 -0.0230 0.1292
H -2.357 -1.486 -0.148 0.0777 0.0011 -0.0562
H 0.108 -2.912 -0.763 -0.0536 0.0030 -0.0996
H -2.816 0.384 -1.620 0.0364 0.0439 -0.2025
H -1.565 1.588 -1.551 -0.2074 0.1475 -0.0517
```
Positions in Å, forces in eV/Å.

Properties
HOMO energy = -10.27 eV
LUMO = 0.4 eV
spin multiplicity = 1
SMILES string = NC(N)=O.O.O.O

Atom charges from the Löwdin analysis, given in e for atoms 1 to 8: O -0.08; O -0.06; O 0.02; O -0.07; N 0.15; N 0.16; C -0.65; H 0.02



# 4
Entry from the OMol25 dataset: a 2-piece molecular cluster, C4H10O3 overall at a distorted geometry (wB97M-V/def2-TZVPD).

Structure (XYZ):
```
17
Properties=species:S:1:pos:R:3:forces:R:3
O 3.598 -0.462 -0.157 0.7817 0.1611 2.5566
O -0.887 1.617 -0.712 0.1561 0.2401 1.2894
O -2.856 -1.123 -0.024 0.0969 0.7708 0.8796
C -0.923 0.318 -0.089 0.3000 -0.4139 0.1841
C 0.010 0.091 1.151 0.7810 0.6007 -0.7778
C -2.385 -0.057 0.313 0.0924 -0.5480 -1.6508
C -0.532 -0.660 -1.177 0.7824 -1.9099 0.3178
H -0.660 -1.691 -0.707 -0.1100 1.1441 -1.1335
H -1.096 -0.541 -2.115 -0.1110 -0.1453 0.6272
H 0.535 -0.626 -1.455 -0.3148 0.4542 0.3520
H -3.039 0.716 0.733 0.1059 0.3053 0.4449
H 0.031 -0.985 1.402 -0.3779 0.6183 0.1947
H 3.987 -0.249 0.767 -0.9471 -0.4365 -2.5040
H 1.060 0.319 0.881 -0.4182 -0.1278 -0.3175
H -0.152 0.757 2.012 -0.5984 -0.4572 -0.1188
H 3.792 0.296 -0.706 0.1481 0.2903 -0.0459
H -0.483 2.278 -0.118 -0.3671 -0.5462 -0.2979
```
Positions in Å, forces in eV/Å.

Properties
HOMO energy = -9.49 eV
LUMO = 0.5 eV
spin multiplicity = 1
SMILES string = CC(C)(O)C=O.O

Atom charges from the Löwdin analysis, given in e for atoms 1 to 8: O -0.10; O -0.02; O 0.05; C -0.56; C -0.02; C -0.17; C -0.05; H 0.11



# 5
Entry from the OMol25 dataset: a 3-piece molecular cluster, C4H14N2O4 overall at a distorted geometry (wB97M-V/def2-TZVPD).

Structure (XYZ):
```
24
Properties=species:S:1:pos:R:3:forces:R:3
O 2.335 -1.718 0.658 -0.1687 -0.4106 -0.2658
O 2.751 -0.586 -1.196 -0.0614 0.0263 -0.1861
O -1.891 2.613 -1.752 0.2621 -0.5317 0.2220
O 1.148 2.656 -0.719 -0.8411 0.9502 -1.3461
N -1.935 0.142 0.937 2.3654 1.7520 3.1135
N 0.593 -1.078 -0.790 -1.0141 0.7632 0.4155
C -1.117 -0.999 1.131 -1.4516 -3.1505 0.5770
C 1.951 -1.154 -0.520 0.3944 0.9611 0.6499
C -2.663 0.583 2.178 0.1316 -0.9459 -1.3703
C -0.489 -1.663 -0.062 1.4625 -3.1127 -0.5838
H -3.087 1.567 2.022 -0.6001 -0.2543 -0.0576
H 1.784 -2.442 0.976 -0.0611 0.0107 -0.1267
H -0.128 -2.685 0.321 -0.4135 1.4399 -0.2186
H 1.242 1.803 -1.158 0.5275 -0.0612 1.0544
H -1.403 0.926 0.523 -0.7467 -0.2391 -0.9030
H -2.266 2.746 -0.872 0.2322 0.4363 -0.3179
H -3.299 -0.277 2.422 -0.4188 0.7363 0.1492
H -1.794 -1.822 1.542 0.3672 1.0003 -0.3355
H -1.196 -2.045 -0.804 -0.5212 0.6133 0.1933
H 1.145 2.747 0.229 0.4008 -0.9220 0.2500
H -0.955 2.884 -1.729 -0.3886 0.1296 0.2801
H 0.294 -0.240 -1.275 0.6212 -0.3765 -0.6116
H -0.370 -1.022 1.975 -0.4069 1.2685 -0.5199
H -1.930 0.672 2.982 0.3287 -0.0831 -0.0620
```
Positions in Å, forces in eV/Å.

Properties
HOMO energy (alpha / beta) = -14.24 / -14.15 eV
LUMO (alpha / beta) = -3.8 / -9.0 eV
spin multiplicity = 2
charge = +1
<S²> = 0.7548

Atom charges from the Löwdin analysis, given in e for atoms 1 to 8: O 0.13; O 0.15; O -0.06; O -0.03; N 0.15; N 0.07; C -0.18; C -0.58



# 6
Entry from the OMol25 dataset: C28H49BrNO3P3Pd as an isolated structure at a distorted geometry (wB97M-V/def2-TZVPD).

Structure (XYZ):
```
86
Properties=species:S:1:pos:R:3:forces:R:3
Pd -0.343 0.082 -1.441 -1.1614 0.1788 -0.2414
Br -0.797 -0.421 -3.795 2.0463 -0.3180 -0.1395
P -0.286 2.081 -0.280 0.1492 1.2248 0.7556
P -0.804 -1.248 0.372 -0.2539 -2.1571 2.8309
P -3.517 -0.374 -1.887 -2.6517 -0.4762 -0.5317
O -2.221 -1.134 1.184 1.2238 0.0506 -0.9977
O 0.323 -0.955 1.500 -0.4069 0.0694 -0.8373
O -0.668 -2.816 -0.026 -0.1094 1.6740 0.2007
N 5.459 1.391 4.450 -0.2418 -1.9570 -3.6428
C 1.277 -0.408 -2.572 -1.0620 -0.3689 -1.2945
C 5.803 1.982 3.300 0.6278 1.3917 0.3231
C 0.286 3.772 -2.473 0.1137 0.0685 -0.2664
C -3.508 -2.164 -2.311 1.1662 -0.3017 0.4795
C 1.773 2.053 1.670 -0.0628 -0.1476 0.3060
C -4.287 -2.663 -3.520 -0.4829 -0.0371 -0.5054
C 1.774 -1.622 -2.071 0.7563 -0.5050 0.7057
C -5.026 0.361 -4.278 -0.6730 -0.3321 -0.4195
C 4.896 -0.621 3.286 0.2520 1.1793 -0.4505
C -2.746 2.389 1.069 -0.3391 -0.1306 -0.0240
C 2.086 0.667 -2.954 0.9189 0.3146 0.1786
C -1.235 2.328 1.265 0.1586 -0.2366 0.1609
C 5.178 -0.002 2.044 0.3803 0.7849 0.7645
C 1.480 2.253 0.191 0.3050 -0.1880 -0.2967
C 2.957 -1.519 -1.349 -1.0654 -0.3039 -0.4362
C 3.327 0.708 -2.347 -0.5243 0.2304 -0.2775
C -4.835 -0.161 -0.634 0.8902 0.6128 1.0217
C -0.960 -3.917 0.873 -0.2352 -0.6042 0.1191
C 0.710 -1.711 2.668 0.0478 -0.1448 0.3651
C -2.427 -1.074 2.622 -0.1456 0.0764 0.4929
C 5.017 0.139 4.461 -0.1976 -0.5854 1.9106
C 5.701 1.319 2.066 -0.5128 -0.5468 1.0574
C 4.772 -0.643 0.808 0.2009 -0.6383 -0.0966
C -0.692 3.529 -1.328 -0.3207 -0.1252 -0.0071
C -6.168 -0.802 -0.976 -0.4230 -0.4166 -0.4169
C -3.961 0.755 -3.271 1.3576 0.6823 0.1379
C 3.666 -0.295 -1.390 0.7736 0.0200 0.6462
C 4.586 0.066 -0.352 0.2452 0.0190 -0.5355
H -6.898 -0.551 -0.197 0.2419 0.0067 -0.1111
H -0.873 3.256 1.731 0.0216 -0.1390 -0.2584
H -4.871 -0.647 -4.669 -0.1764 0.4440 0.0324
H -6.094 -1.895 -1.012 -0.0688 0.2362 -0.0750
H 1.828 3.230 -0.167 -0.0915 -0.0843 0.1345
H -6.037 0.442 -3.858 0.3127 -0.1146 -0.1595
H 0.509 -2.785 2.573 0.0188 0.4575 -0.0098
H 1.326 3.559 -2.187 -0.2252 0.1380 -0.1215
H -1.704 3.345 -1.724 0.2481 0.2424 0.1337
H -1.650 -3.633 1.684 0.2889 -0.0277 -0.4315
H 4.576 -1.725 0.878 -0.3018 0.6563 -0.0734
H 0.196 -1.301 3.546 0.1504 -0.2001 -0.2375
H 2.848 2.178 1.848 -0.1790 0.0639 0.0132
H 6.178 3.011 3.339 -0.0532 -0.2888 0.0927
H 1.789 -1.563 2.789 -0.2513 -0.0360 -0.0564
H 1.218 -2.550 -2.162 -0.0583 0.1477 0.2433
H 3.298 -2.327 -0.695 -0.1740 0.1302 -0.5255
H -3.016 2.909 0.141 -0.0566 -0.0414 0.2600
H -4.970 1.050 -5.133 0.0118 -0.0841 0.3234
H -3.170 1.376 1.045 0.0828 0.3006 -0.0668
H -6.566 -0.430 -1.925 0.0024 -0.1522 0.1750
H -3.817 -2.711 -1.403 0.0906 0.4428 -0.1338
H 1.494 1.034 1.972 0.0751 0.3285 0.0282
H -0.018 -4.301 1.285 -0.3327 0.0859 -0.1850
H 5.097 1.029 -0.480 -0.4963 -0.2385 0.1836
H 0.241 4.827 -2.780 -0.0003 -0.4012 0.0092
H 1.230 2.771 2.296 0.2967 -0.2058 -0.1100
H -4.294 -3.760 -3.524 0.1259 0.2401 0.1641
H -3.212 2.929 1.904 0.0945 -0.1633 -0.2683
H -3.492 -0.851 2.763 0.3391 -0.0789 -0.0738
H -1.428 -4.691 0.255 0.1130 0.1524 0.2462
H 0.025 3.151 -3.339 0.1208 0.1628 0.1076
H -3.811 -2.348 -4.457 -0.2181 -0.0760 0.2240
H 2.017 1.490 -0.395 -0.1188 0.4211 0.2651
H -0.962 1.509 1.947 -0.0301 0.2330 -0.1195
H -0.750 4.407 -0.666 0.0021 -0.2794 -0.0121
H -2.207 -2.044 3.098 -0.0366 0.4413 -0.2618
H 1.718 1.439 -3.615 0.0811 0.0622 0.0575
H -4.216 1.721 -2.798 0.1511 -0.3533 -0.0272
H 4.747 -0.304 5.435 0.1746 0.2529 -0.4240
H -1.836 -0.266 3.095 -0.2217 -0.4367 -0.3964
H 4.008 1.551 -2.471 -0.2707 -0.1386 -0.1433
H -5.336 -2.338 -3.502 0.3641 -0.1276 -0.0683
H -2.441 -2.402 -2.462 -0.3095 -0.1472 0.1238
H -4.950 0.923 -0.470 0.0709 -0.3095 -0.0864
H -4.431 -0.584 0.302 -0.2109 0.1469 -0.2745
H 4.523 -1.638 3.336 0.0826 0.1129 0.2397
H -3.008 0.916 -3.807 -0.4605 0.1473 0.1294
H 5.994 1.845 1.158 0.0368 0.0140 0.4848
```
Positions in Å, forces in eV/Å.

Properties
HOMO energy (alpha / beta) = -18.78 / -20.29 eV
LUMO (alpha / beta) = -12.5 / -14.7 eV
spin multiplicity = 5
charge = +4
<S²> = 6.1060

Atom charges from the Löwdin analysis, given in e for atoms 1 to 8: Pd 0.38; Br 0.65; P 0.91; P 0.69; P 1.06; O -0.36; O -0.36; O -0.33



Going through the records in order, we get energy values of -2906.8994; -4848.8844; -454.6084; -384.0908; -570.9171; -5101.1255 Ha.